[1]
Formula: C14H29O3PReS
Source: the Open Molecules 2025 dataset
Level of theory: wB97M-V/def2-TZVPD

Geometry as XYZ:
```
49
Properties=species:S:1:pos:R:3:lowdin_spin:R:1
Re -0.74624 0.17582 1.06499 0.748
C 0.04211 1.92997 1.56304 0.019
O 0.44803 2.98295 1.86931 0.053
C 0.20380 -0.95458 2.34352 0.011
O 0.71693 -1.63403 3.14761 0.012
C -1.85507 -1.24511 0.25477 0.024
O -2.52147 -2.10258 -0.16696 0.059
C 2.37634 0.80179 -0.33424 0.091
P 0.72382 -0.00824 -0.68148 0.209
H 0.87505 0.37139 -3.00638 0.005
H 2.11021 1.86494 -0.16963 0.010
C 1.26349 -1.69196 -1.31948 0.193
H 2.24515 -1.48644 -1.78997 0.016
C 3.35611 0.72186 -1.50929 0.024
H 2.89610 0.78176 -2.49797 0.002
H 3.95317 -0.19918 -1.46098 0.003
H 4.04744 1.57517 -1.41682 0.010
C 3.05023 0.27638 0.93527 0.021
H 3.32938 -0.77963 0.83732 0.002
C -1.23442 0.59196 -2.68452 0.040
H 2.42604 0.38638 1.83109 0.002
H 3.96861 0.86455 1.08847 0.005
C 0.52617 2.36116 -2.25812 0.064
H -1.91239 1.37503 -2.32072 0.004
H -1.27374 0.60371 -3.78754 0.014
H -1.63724 -0.37101 -2.34650 0.010
C 0.21856 0.85686 -2.25914 0.173
H -0.10877 2.85718 -3.00556 0.023
H 1.57075 2.55515 -2.52790 0.002
H 0.33227 2.84091 -1.28860 0.007
C 0.32446 -2.29643 -2.36625 0.049
H -0.67243 -2.47718 -1.94598 0.007
H 0.74299 -3.26837 -2.66116 0.030
H 0.22281 -1.68659 -3.26745 0.004
C 1.44946 -2.73414 -0.20952 0.076
H 2.03861 -2.39926 0.64998 0.001
H 1.95040 -3.60564 -0.66075 0.032
H 0.47406 -3.07860 0.16330 0.003
H -1.49249 1.10696 -0.23086 0.009
H -2.08895 1.23291 0.58308 0.009
C -3.02260 0.68636 4.75435 0.066
S -2.54482 0.47788 2.95792 0.696
C -4.13083 -0.04389 2.31579 0.078
H -2.09714 0.89310 5.30875 -0.001
H -3.48839 -0.24320 5.12176 0.020
H -3.71323 1.54803 4.82484 0.018
H -4.91540 0.46693 2.89044 0.008
H -4.20900 0.26758 1.26081 0.006
H -4.21794 -1.14861 2.40739 0.031
```

Summary:
- Electronic energy: -43333.308 eV
- Spin multiplicity: 4
- Highest occupied orbital energy (spin up / spin down): -24.0 / -23.9 eV
- Lowest unoccupied orbital energy (spin up / spin down): -15.714 / -19.096 eV
- Strongest force on any atom: 8.18 eV Å⁻¹
- Total charge: +4



[2]
Formula: C14H30AlN2O20S
Source: the Open Molecules 2025 dataset
Level of theory: wB97M-V/def2-TZVPD

Geometry as XYZ:
```
68
Properties=species:S:1:pos:R:3:lowdin_charge:R:1
Al -1.05851 -3.62788 -0.48020 1.025
S -0.01810 -1.22810 -0.05952 0.511
O -0.52603 -1.81601 -1.29870 -0.262
O -0.78001 -0.06963 0.20108 -0.474
O -0.44421 -2.22796 0.99862 -0.183
O 1.46515 -1.06026 -0.08597 -0.363
C 4.13035 3.94167 0.19743 -0.030
O 3.01483 3.09575 0.19394 0.008
C 2.76483 2.17617 1.09441 -0.548
O 3.34508 1.94240 2.16141 0.124
O 1.80609 1.38022 0.58705 0.061
C 1.25885 0.39132 1.50566 -0.062
H 5.00698 3.38750 0.53286 0.101
H 3.98597 4.67250 0.99314 0.101
H 4.28488 4.44536 -0.75678 0.103
H 0.48794 -0.19390 1.00434 -0.015
H 0.79913 0.83781 2.38736 0.100
H 1.96363 -0.30973 1.95277 0.113
C 2.28802 2.30281 -5.47616 -0.061
O 1.47991 1.39417 -4.78531 -0.011
C 1.41509 1.35956 -3.41819 -0.462
O 1.84194 2.23844 -2.68418 0.157
O 0.61480 0.27152 -3.10635 0.046
C 0.54203 -0.20498 -1.75571 -0.097
H 2.24754 2.28487 -6.56525 0.100
H 3.33278 2.09996 -5.24076 0.099
H 2.13303 3.34308 -5.18993 0.098
H 0.33711 0.47369 -0.92775 0.128
H 1.37274 -0.84790 -1.46472 0.112
H -0.37547 -0.79187 -1.79878 -0.024
C -2.28424 1.24819 -0.53948 -0.029
O -3.46544 1.94971 -0.01304 0.081
C -3.52270 2.26453 1.25803 -0.440
O -2.69079 1.96992 2.14433 0.008
O -4.64406 3.10561 1.34745 -0.023
C -5.16692 3.40475 2.61875 -0.048
H -2.63717 0.75904 -1.44737 0.001
H -2.01306 0.39419 0.08121 0.043
H -1.40114 1.88056 -0.63072 0.170
H -5.13427 4.49192 2.69021 0.102
H -4.53033 2.98704 3.39874 0.093
H -6.13739 2.90856 2.62734 0.099
C 1.00914 -6.91630 1.40829 0.007
O 1.85221 -5.77675 1.65958 0.059
C 1.55171 -4.64181 1.00767 -0.350
O 0.50571 -4.38109 0.37877 0.057
O 2.50967 -3.67112 1.34807 0.079
C 2.26240 -2.33959 1.07719 -0.093
H 0.51896 -6.82472 0.43905 0.090
H 0.22636 -7.05680 2.15368 0.110
H 1.74746 -7.71815 1.41239 0.115
H 3.04038 -1.86197 1.67280 0.152
H 1.23862 -2.10014 1.36466 0.074
H 2.13800 -2.04399 0.03544 0.022
C -2.13363 -0.33215 -2.11264 -0.012
N -2.69188 -1.70197 -2.06956 -0.278
O -2.70525 -2.30990 -0.97705 0.002
O -2.87147 -2.23336 -3.16789 0.174
H -1.33337 -0.04541 -2.79489 0.161
H -1.79157 -0.01261 -1.12827 0.030
H -2.96127 0.27604 -2.47763 0.179
C -1.13273 0.66144 2.00102 -0.090
N -0.82397 0.64785 3.47548 -0.396
O -0.20276 -0.26737 3.94983 0.090
O -1.25843 1.65747 4.01477 0.086
H -0.86255 1.62919 1.57844 0.152
H -2.21681 0.54825 1.99391 0.117
H -0.70385 -0.20963 1.50563 0.011
```

Summary:
- Electronic energy: -76319.373 eV
- Highest occupied orbital energy: -11.1 eV
- Lowest unoccupied orbital energy: -8.215 eV
- Strongest force on any atom: 11.57 eV Å⁻¹
- Total charge: +1



[3]
Formula: C14H30IO2P2SiTi
Source: the Open Molecules 2025 dataset
Level of theory: wB97M-V/def2-TZVPD

Geometry as XYZ:
```
51
Properties=species:S:1:pos:R:3:lowdin_spin:R:1
C -3.27333 1.92707 -3.41116 0.100
C -2.95661 0.64802 -2.78153 0.338
H -4.11002 1.88026 -4.14085 0.016
H -2.37301 2.31235 -3.91692 0.000
H -3.51847 2.66346 -2.62863 0.000
O -3.38900 -0.44824 -2.86305 0.308
I 0.65242 3.11956 -0.27762 -0.008
Ti -0.47945 0.82352 -0.64638 0.140
P -1.69582 0.71059 1.51547 0.001
C -1.96244 -0.97662 2.12584 0.001
C -0.85982 1.51877 2.91319 0.000
H -1.52558 1.39411 3.77974 0.000
H -3.73950 1.51589 2.44240 0.000
H -0.70520 2.58514 2.70560 0.000
H -3.20541 2.53916 1.07859 0.000
H -0.98037 -1.42082 2.34976 0.000
H 0.11060 1.03655 3.08005 0.000
C -3.31970 1.49996 1.42625 0.003
H -2.58134 -0.88983 3.03252 0.000
H -3.95144 0.92098 0.73610 0.001
H -2.46822 -1.58527 1.36358 0.000
P 1.35846 -0.23140 -1.94212 0.001
C 1.45781 -2.03267 -1.75132 0.001
C 1.22261 0.10322 -3.71350 0.003
H 3.13836 1.39692 -1.63780 0.000
H 3.71998 -0.22725 -2.15604 0.000
H 3.21861 0.07175 -0.43749 0.000
C 3.03263 0.31477 -1.49025 0.000
H 1.18035 1.19146 -3.88011 0.000
H 2.12816 -0.28899 -4.19838 0.000
H 2.24567 -2.37951 -2.43814 0.000
H 0.49297 -2.49832 -1.99553 0.000
H 0.31465 -0.38888 -4.09305 0.001
H 1.71113 -2.25438 -0.70306 0.000
C -1.40815 -1.07365 -0.95220 0.057
O -1.89709 -2.13423 -1.09543 0.012
C 2.51548 -0.72608 4.47380 0.000
Si 2.68941 -1.42055 2.75667 0.002
C 4.47953 -1.30110 2.26439 0.000
C 2.33855 -3.24037 2.92005 0.001
C 1.58873 -0.58289 1.55842 0.018
C 0.81678 -0.03977 0.73610 0.001
H 3.34004 -1.12591 5.07471 0.000
H 1.58010 -1.02487 4.95694 0.000
H 2.57528 0.36550 4.48671 0.000
H 5.07614 -1.63629 3.12030 0.000
H 4.72784 -1.94596 1.41580 0.000
H 4.77374 -0.27780 2.01599 0.000
H 1.32142 -3.43433 3.27284 0.000
H 2.48700 -3.77616 1.97792 0.000
H 3.03279 -3.66204 3.65662 0.000
```

Summary:
- Electronic energy: -76754.537 eV
- Spin multiplicity: 2
- Energy above the lowest of the compared OMol25 structures with the same formula, charge and spin: 0.00 kJ/mol
- Highest occupied orbital energy (spin up / spin down): -15.1 / -15.3 eV
- Lowest unoccupied orbital energy (spin up / spin down): -8.805 / -8.954 eV
- Strongest force on any atom: 7.12 eV Å⁻¹
- Total charge: +2



[4]
Formula: C14H30MnNO2PSi
Source: the Open Molecules 2025 dataset
Level of theory: wB97M-V/def2-TZVPD

Geometry as XYZ:
```
50
Properties=species:S:1:pos:R:3:lowdin_spin:R:1
Mn -0.21996 0.14470 -0.11696 0.973
Si -2.35843 -0.73605 -0.53955 -0.072
P 0.25244 -2.45187 0.57905 -0.028
N 0.67659 -0.34232 -1.56415 0.021
H 0.55467 -1.01979 0.82571 -0.009
C 1.78319 -2.93341 1.44720 -0.003
H 1.82473 -4.02238 1.61490 -0.001
H 1.85524 -2.41620 2.41136 0.000
H 2.64803 -2.60677 0.85608 0.000
C -1.09136 -3.08453 1.59925 -0.007
H -0.83294 -4.13388 1.78935 -0.001
H -2.05534 -3.05000 1.07862 -0.001
H -1.18526 -2.55502 2.55267 0.000
C 0.25488 -3.39921 -0.94457 -0.002
H 0.33785 -4.45438 -0.65212 -0.001
H 1.10511 -3.13984 -1.57953 0.000
H -0.66928 -3.25727 -1.51151 0.000
C -3.80983 -0.54461 0.63402 -0.010
H -3.82292 0.46826 1.03369 0.000
H -3.73247 -1.26388 1.45246 0.000
H -4.72590 -0.72405 0.06783 -0.003
H -2.49851 0.37194 -1.52484 -0.012
H -2.54395 -2.01846 -1.27240 -0.011
C 0.92807 -0.38023 -2.84125 0.007
C 2.55316 -0.18038 -4.68151 -0.004
C 2.25271 -0.08006 -3.33577 0.038
C -0.06840 -0.77612 -3.81178 0.039
C 0.25949 -0.87948 -5.15506 -0.001
C 1.56776 -0.59273 -5.60536 0.067
H 3.57356 0.03705 -5.01357 -0.002
H 3.00010 0.17528 -2.58483 0.002
H -1.06071 -1.02366 -3.42926 0.002
H -0.50007 -1.20971 -5.86778 -0.001
H 1.81572 -0.70728 -6.66747 0.003
C -0.95462 0.64953 2.88402 0.004
O -1.05370 0.20532 1.70465 0.004
C 0.10633 1.63541 3.22239 0.001
H 0.30000 1.66867 4.30764 0.000
H -0.22752 2.64012 2.91769 0.000
H 1.01600 1.45754 2.62193 0.000
C -1.91784 0.22695 3.94034 0.000
H -1.40201 -0.20939 4.81222 0.000
H -2.64499 -0.49902 3.54030 0.000
H -2.45840 1.09187 4.36497 0.000
C 1.02393 2.74141 -0.31232 0.002
O -0.30177 2.17326 -0.34440 0.001
H 1.17561 3.11834 0.69695 0.000
H 1.10777 3.60918 -0.97314 0.000
H 1.81145 1.99597 -0.53533 0.000
H -0.93051 2.59609 -0.93057 0.000
```

Summary:
- Electronic energy: -69057.199 eV
- Spin multiplicity: 2
- Highest occupied orbital energy (spin up / spin down): -14.1 / -14.5 eV
- Lowest unoccupied orbital energy (spin up / spin down): -7.742 / -7.717 eV
- Strongest force on any atom: 3.54 eV Å⁻¹
- Total charge: +2